Entry 1:
# C26H65N5O10PS2

9 unconnected molecules or ions with the total composition C26H65N5O10PS2 at a distorted geometry (ωB97M-V/def2-TZVPD, the Open Molecules 2025 dataset).

Each line ends with the Löwdin charge.
Positions of all 109 atoms, in Å:
C1 6.045 -2.102 4.622  -0.147
N1 4.720 -2.467 3.943  -0.136
C2 4.974 -2.729 2.444  -0.187
N2 3.793 -2.220 1.648  -0.032
C3 2.410 -2.728 2.099  0.056
C4 0.985 -2.268 1.409  -0.245
P1 -0.616 -2.997 2.165  0.358
S1 -0.998 -4.810 1.456  0.114
C5 0.997 -1.190 0.138  -0.064
C6 -0.375 -0.647 -0.578  -0.184
C7 -1.345 -1.816 -1.197  -0.170
C8 -2.877 -1.155 -1.252  -0.137
C9 -3.530 -1.057 0.249  -0.211
O1 -4.822 -0.328 0.309  -0.104
C10 -5.097 -0.262 1.783  -0.259
C11 -5.012 1.113 2.681  -0.020
O2 -5.414 -1.412 2.439  -0.026
C12 2.516 -0.669 -0.326  -0.341
S2 2.715 0.573 -1.764  0.724
C13 3.867 -1.230 0.483  -0.038
C14 5.325 -0.635 0.005  -0.148
C15 5.678 0.604 1.054  -0.192
C16 5.806 2.071 0.331  -0.165
C17 4.514 3.060 0.530  -0.222
N3 3.903 3.017 1.933  -0.028
C18 2.397 3.250 1.794  -0.354
N4 1.473 2.232 1.560  0.087
N5 1.781 4.654 1.936  0.034
H1 6.009 -2.240 5.791  0.102
H2 6.400 -1.007 4.395  0.090
H3 6.916 -2.825 4.245  0.107
H4 4.138 -1.584 4.057  0.110
H5 5.996 -2.211 2.207  0.125
H6 5.102 -3.912 2.357  0.157
H7 2.362 -3.501 3.007  0.151
H8 -1.761 -2.123 2.124  -0.023
H9 -0.334 -3.219 3.590  -0.003
H10 -0.121 0.086 -1.485  0.103
H11 -0.914 0.052 0.225  0.133
H12 -1.305 -2.843 -0.639  0.061
H13 -1.078 -2.054 -2.336  0.137
H14 -2.730 -0.057 -1.672  0.124
H15 -3.601 -1.786 -1.961  0.123
H16 -3.693 -2.177 0.621  0.129
H17 -2.835 -0.556 1.057  0.103
H18 -5.409 0.829 3.769  0.109
H19 -5.781 1.935 2.286  0.109
H20 -3.929 1.531 2.836  0.084
H21 1.604 1.465 -1.671  -0.064
H22 5.384 -0.329 -1.123  0.106
H23 6.150 -1.483 0.157  0.121
H24 4.929 0.585 1.976  0.112
H25 6.738 0.320 1.520  0.121
H26 6.109 1.879 -0.794  0.102
H27 6.727 2.618 0.857  0.129
H28 4.813 4.201 0.351  0.138
H29 3.621 2.851 -0.213  0.085
H30 4.285 3.865 2.420  0.112
H31 2.062 1.368 1.528  -0.001
H32 1.268 4.892 1.056  0.075
H33 1.041 4.618 2.699  0.070
C19 -2.184 5.118 1.562  -0.158
O3 -1.330 4.655 2.592  -0.151
H34 -1.711 5.968 1.064  0.086
H35 -2.347 4.318 0.835  0.060
H36 -3.137 5.434 1.992  0.082
H37 -1.775 3.901 3.014  0.078
C20 -3.843 4.113 -1.735  -0.160
O4 -3.486 5.386 -1.229  -0.141
H38 -3.101 3.380 -1.410  0.067
H39 -4.825 3.829 -1.349  0.078
H40 -3.866 4.146 -2.827  0.080
H41 -4.162 6.015 -1.534  0.079
C21 -7.497 6.739 -1.137  -0.165
O5 -6.964 6.420 -2.409  -0.140
H42 -6.878 6.275 -0.366  0.075
H43 -7.494 7.823 -1.001  0.079
H44 -8.518 6.355 -1.062  0.078
H45 -7.533 6.845 -3.073  0.086
C22 -3.880 -1.566 -5.066  -0.163
O6 -3.523 -0.293 -4.561  -0.138
H46 -3.138 -2.299 -4.742  0.081
H47 -4.862 -1.850 -4.680  0.061
H48 -3.902 -1.532 -6.159  0.082
H49 -4.199 0.336 -4.865  0.087
C23 6.275 2.747 -3.697  -0.167
O7 5.126 2.005 -4.061  -0.139
H50 6.683 3.230 -4.588  0.087
H51 6.000 3.511 -2.965  0.073
H52 7.025 2.075 -3.273  0.072
H53 4.786 1.589 -3.251  0.000
C24 -5.082 -5.232 0.228  -0.174
O8 -5.102 -4.717 1.546  -0.139
H54 -4.868 -6.303 0.268  0.084
H55 -6.057 -5.075 -0.241  0.076
H56 -4.303 -4.728 -0.350  0.057
H57 -5.294 -3.766 1.479  0.047
C25 -5.380 -5.073 -3.413  -0.153
O9 -5.023 -3.800 -2.908  -0.165
H58 -4.638 -5.805 -3.089  0.084
H59 -6.362 -5.357 -3.027  0.080
H60 -5.402 -5.039 -4.506  0.078
H61 -5.699 -3.171 -3.212  0.074
C26 6.403 -5.499 0.040  -0.168
O10 7.168 -5.323 1.217  -0.146
H62 6.232 -4.524 -0.422  0.070
H63 6.947 -6.140 -0.658  0.083
H64 5.441 -5.953 0.293  0.077
H65 7.303 -6.205 1.605  0.090

The LUMO energy is -4.48 eV. As for the total charge: +1. For the gap between HOMO and LUMO, the calculation gives 6.57 eV.

Entry 2:
# C26H66BrN6O5P2

A molecular structure, C26H66BrN6O5P2 at a distorted geometry (ωB97M-V/def2-TZVPD, the Open Molecules 2025 dataset).

Each line ends with the Löwdin charge.
Positions of all 106 atoms, in Å:
N1 4.008 3.188 -1.651  -0.274
P1 3.821 1.676 -2.010  0.687
N2 2.246 1.033 -1.713  -0.338
C1 1.270 2.081 -1.332  -0.629
Br1 -0.434 1.313 -0.710  0.744
C2 0.984 3.151 -2.430  -0.822
O1 1.663 3.194 -3.469  -0.066
O2 0.073 3.926 -2.134  -0.078
P2 1.678 -0.074 -2.842  0.309
O3 0.945 0.425 -3.998  -0.244
O4 0.832 -1.245 -2.142  -0.186
O5 3.021 -0.802 -3.377  -0.161
H1 4.292 3.653 -2.504  -0.034
H2 4.687 0.938 -1.169  -0.009
H3 4.173 1.447 -3.352  0.023
H4 1.656 2.603 -0.463  0.072
H5 -0.057 -1.131 -2.504  0.050
H6 2.693 -1.429 -4.033  0.068
C3 -3.721 0.440 2.702  -0.092
C4 -4.779 1.214 1.928  -0.272
N3 -4.768 0.948 0.501  -0.192
C5 -5.579 1.883 -0.258  -0.246
C6 -7.095 1.883 -0.017  -0.091
C7 -4.885 -0.444 0.111  -0.246
C8 -6.124 -1.223 0.579  -0.087
H7 -2.725 0.625 2.298  0.070
H8 -3.729 0.756 3.747  0.073
H9 -3.912 -0.635 2.688  0.065
H10 -4.578 2.278 2.079  0.119
H11 -5.765 1.012 2.377  0.097
H12 -5.392 1.726 -1.323  0.114
H13 -5.204 2.889 -0.052  0.113
H14 -7.581 1.026 -0.482  0.051
H15 -7.536 2.778 -0.463  0.067
H16 -7.346 1.892 1.044  0.062
H17 -3.999 -0.972 0.472  0.103
H18 -4.813 -0.511 -0.977  0.112
H19 -6.364 -1.032 1.626  0.064
H20 -5.941 -2.295 0.477  0.068
H21 -7.001 -0.993 -0.024  0.051
C9 1.918 -1.173 0.920  -0.093
C10 1.494 -0.626 2.274  -0.279
N4 0.282 -1.236 2.793  -0.185
C11 -0.268 -0.530 3.934  -0.256
C12 0.560 -0.488 5.226  -0.084
C13 0.295 -2.682 2.894  -0.248
C14 1.386 -3.335 3.755  -0.087
H22 1.116 -1.079 0.194  0.025
H23 2.777 -0.607 0.552  0.057
H24 2.222 -2.221 0.976  0.071
H25 1.311 0.445 2.150  0.108
H26 2.337 -0.723 2.978  0.089
H27 -1.256 -0.943 4.162  0.105
H28 -0.460 0.502 3.623  0.108
H29 0.534 -1.440 5.756  0.052
H30 0.146 0.264 5.902  0.068
H31 1.601 -0.220 5.040  0.061
H32 0.374 -3.091 1.883  0.102
H33 -0.684 -3.020 3.245  0.112
H34 2.368 -2.891 3.586  0.066
H35 1.462 -4.396 3.506  0.067
H36 1.157 -3.275 4.818  0.050
C15 4.565 4.062 5.429  -0.095
C16 4.709 2.817 4.566  -0.279
N5 4.390 3.044 3.171  -0.190
C17 4.261 1.817 2.406  -0.243
C18 5.508 0.943 2.232  -0.082
C19 5.121 4.115 2.514  -0.239
C20 6.653 4.028 2.487  -0.086
H37 3.565 4.488 5.337  0.079
H38 4.730 3.802 6.477  0.068
H39 5.297 4.827 5.168  0.061
H40 4.018 2.064 4.957  0.113
H41 5.725 2.410 4.699  0.098
H42 3.861 2.060 1.417  0.103
H43 3.485 1.207 2.881  0.085
H44 6.203 1.368 1.509  0.053
H45 5.215 -0.040 1.852  0.063
H46 6.038 0.783 3.173  0.063
H47 4.844 5.058 2.993  0.099
H48 4.753 4.215 1.490  0.114
H49 7.072 3.730 3.451  0.062
H50 7.069 5.008 2.242  0.068
H51 7.007 3.335 1.727  0.053
C21 -0.018 -2.708 -5.052  -0.091
C22 -1.144 -3.658 -5.430  -0.271
N6 -2.359 -3.423 -4.673  -0.197
C23 -3.342 -4.480 -4.823  -0.256
C24 -3.958 -4.701 -6.211  -0.091
C25 -2.881 -2.065 -4.719  -0.238
C26 -3.227 -1.473 -6.090  -0.078
H52 0.184 -2.755 -3.983  0.062
H53 0.894 -2.989 -5.585  0.077
H54 -0.244 -1.676 -5.321  0.066
H55 -0.803 -4.678 -5.226  0.116
H56 -1.312 -3.596 -6.517  0.099
H57 -4.149 -4.315 -4.103  0.110
H58 -2.871 -5.417 -4.509  0.107
H59 -4.690 -3.933 -6.457  0.053
H60 -4.484 -5.659 -6.230  0.066
H61 -3.205 -4.728 -6.998  0.064
H62 -2.151 -1.404 -4.243  0.100
H63 -3.760 -2.004 -4.072  0.112
H64 -2.460 -1.680 -6.838  0.068
H65 -3.313 -0.388 -6.006  0.077
H66 -4.183 -1.839 -6.463  0.051

The LUMO energy is 2.38 eV. As for the total charge: -1. For the gap between HOMO and LUMO, the calculation gives 7.00 eV.

- LUMO of number 1 (C26H65N5O10PS2)?
  -4.48 eV

- Which formula does entry 1 have?
  C26H65N5O10PS2

- The highest LUMO belongs to which entry?
  C26H66BrN6O5P2

- The highest LUMO belongs to which entry?
  C26H66BrN6O5P2